{"formula": "C36H30IN4O2RuSSe", "method": "ωB97M-V/def2-TZVPD", "elements": ["I", "Ru", "Se", "S", "O", "O", "N", "N", "N", "N", "C", "C", "C", "C", "C", "C", "C", "C", "C", "C", "C", "C", "C", "C", "C", "C", "C", "C", "C", "C", "C", "C", "C", "C", "C", "C", "C", "C", "C", "C", "C", "C", "C", "C", "C", "C", "H", "H", "H", "H", "H", "H", "H", "H", "H", "H", "H", "H", "H", "H", "H", "H", "H", "H", "H", "H", "H", "H", "H", "H", "H", "H", "H", "H", "H", "H"], "positions_angstrom": [[-5.835, 2.307, 0.301], [-0.104, 0.265, -0.444], [1.114, -1.452, 0.857], [-1.608, -0.443, -2.209], [3.651, 6.229, 1.258], [1.934, 6.445, 2.711], [0.837, 2.257, 0.316], [-1.184, 1.010, 1.590], [-1.737, 2.505, -0.965], [1.938, 0.775, -1.605], [-2.606, -2.140, -0.282], [-2.950, 2.130, -0.598], [-4.218, -1.006, -1.661], [1.490, -3.875, -0.786], [2.564, 3.897, 0.232], [-3.693, 4.393, -0.384], [-0.936, 2.294, 1.907], [-2.889, -1.246, -1.314], [3.414, -7.119, -0.370], [3.200, -3.053, 2.524], [4.050, 1.648, -3.171], [2.882, -5.746, -0.109], [-2.271, 0.427, 2.081], [1.842, -3.181, 0.381], [0.582, -3.333, -1.849], [1.993, 4.561, 1.301], [-4.957, -2.511, 0.059], [2.751, -3.765, 1.284], [2.473, -0.017, -2.524], [2.014, -5.142, -1.004], [2.475, 1.988, -1.394], [3.553, 0.358, -3.307], [2.619, 5.936, 1.838], [-5.241, -1.630, -0.973], [-2.962, 2.421, 3.176], [0.849, 4.050, 1.885], [-1.822, 3.032, 2.693], [-2.420, 4.779, -0.772], [-3.186, 1.080, 2.887], [-1.477, 3.802, -1.049], [0.290, 2.883, 1.364], [1.946, 2.744, -0.254], [-3.636, -2.769, 0.392], [3.246, -5.031, 1.024], [-3.949, 3.037, -0.296], [3.501, 2.474, -2.209], [-3.406, -3.474, 1.177], [-4.430, -0.331, -2.477], [-0.476, 4.074, -1.354], [-3.671, 2.983, 3.760], [3.546, -2.047, 2.287], [-6.267, -1.433, -1.248], [2.024, -0.996, -2.636], [-4.464, 5.114, -0.160], [-2.416, -0.609, 1.800], [3.937, -5.475, 1.727], [-2.167, 5.823, -0.858], [3.475, 4.287, -0.190], [2.372, -2.959, 3.228], [3.986, -7.134, -1.296], [0.262, -2.309, -1.641], [0.428, 4.569, 2.730], [4.853, 2.003, -3.800], [-3.135, 1.067, -0.530], [-1.573, -2.348, -0.025], [1.096, -3.351, -2.812], [4.058, -7.445, 0.442], [-4.047, 0.557, 3.272], [-1.625, 4.072, 2.898], [3.985, -0.338, -4.009], [-5.760, -2.998, 0.594], [-0.306, -3.960, -1.946], [3.865, 3.482, -2.088], [2.593, -7.826, -0.473], [4.008, -3.600, 3.005], [1.730, -5.666, -1.907]], "forces_ev_per_angstrom": [[0.366, 0.196, -0.119], [1.608, 2.400, -0.054], [-0.856, 0.673, 0.460], [1.284, -0.037, 1.249], [1.082, 0.508, -0.457], [-0.531, 0.672, 0.905], [-0.166, -1.307, 0.091], [-0.056, -0.366, -0.838], [0.467, -0.394, 0.063], [-1.279, -0.380, -0.062], [0.130, -0.056, -0.101], [-0.424, -0.197, 0.044], [0.158, -0.048, 0.011], [0.076, 0.067, 0.095], [-0.498, -0.588, -0.205], [0.054, -0.134, -0.003], [-0.350, -0.251, 0.225], [-0.081, -0.133, -0.086], [0.001, 0.006, -0.043], [-0.058, 0.098, 0.014], [-0.191, -0.268, 0.022], [-0.055, 0.185, 0.017], [-0.217, -0.367, 0.143], [0.100, -0.105, -0.953], [-0.028, 0.282, 0.132], [0.277, 0.712, 0.313], [-0.046, -0.016, 0.032], [-0.204, 0.408, -0.052], [0.209, -0.359, -0.349], [0.106, -0.023, 0.242], [0.178, -0.189, -0.350], [0.040, 0.217, 0.104], [-0.652, -1.521, -0.611], [-0.097, -0.059, 0.000], [-0.038, -0.320, -0.089], [-0.236, -0.659, -0.426], [0.249, -0.212, -0.198], [-0.068, -0.034, -0.037], [0.154, 0.255, 0.091], [0.036, 0.289, -0.097], [0.543, 0.604, 0.004], [0.014, 0.629, 0.364], [-0.113, -0.054, 0.113], [-0.139, -0.108, -0.182], [-0.497, -0.156, 0.125], [-0.191, -0.171, 0.249], [0.035, -0.054, 0.104], [-0.082, 0.120, -0.070], [0.120, 0.048, 0.024], [-0.096, 0.069, 0.122], [0.031, 0.045, 0.076], [-0.107, 0.036, -0.025], [-0.037, 0.040, 0.010], [-0.012, 0.114, 0.024], [-0.034, 0.019, 0.021], [0.070, -0.015, 0.090], [0.088, 0.127, -0.019], [0.111, 0.156, -0.002], [0.008, 0.071, 0.094], [0.068, -0.085, -0.059], [0.029, -0.305, -0.131], [0.015, 0.127, 0.088], [0.046, 0.004, -0.016], [-0.048, 0.044, -0.029], [-0.066, 0.002, 0.019], [-0.045, 0.036, -0.069], [0.064, -0.097, 0.038], [-0.064, -0.037, -0.062], [0.039, 0.047, 0.011], [-0.064, -0.055, -0.081], [-0.037, -0.040, 0.024], [-0.073, 0.066, -0.024], [0.016, 0.025, 0.111], [-0.003, -0.131, -0.007], [0.006, 0.006, 0.043], [-0.038, -0.075, -0.108]], "mulliken_spin": [0.00, 0.79, 0.07, 0.05, 0.00, 0.00, 0.03, 0.00, 0.00, -0.02, 0.02, 0.00, 0.01, 0.02, 0.00, 0.00, 0.01, 0.00, 0.00, 0.00, 0.00, 0.01, -0.01, 0.01, 0.01, 0.00, 0.02, 0.01, 0.00, -0.01, 0.01, 0.00, 0.00, -0.01, 0.00, 0.00, 0.00, 0.00, 0.00, 0.00, 0.00, -0.01, -0.01, -0.01, 0.00, 0.00, 0.00, 0.00, 0.00, 0.00, 0.00, 0.00, 0.00, 0.00, 0.00, 0.00, 0.00, 0.00, 0.00, 0.00, -0.01, 0.00, 0.00, 0.00, 0.00, 0.00, 0.00, 0.00, 0.00, 0.00, 0.00, 0.00, 0.00, 0.00, 0.00, 0.00], "spin_multiplicity": 2, "max_force_ev_per_a": 2.89, "e_lumo_ev": [-1.720, -1.888], "orbital_gap_ev": [6.2, 5.9], "total_charge": 0, "energy_ha": -4951.54344}


{"formula": "C13H24CoN7S2", "method": "ωB97M-V/def2-TZVPD", "elements": ["Co", "S", "S", "N", "N", "N", "N", "N", "N", "N", "C", "C", "C", "C", "C", "C", "C", "C", "C", "C", "C", "C", "C", "H", "H", "H", "H", "H", "H", "H", "H", "H", "H", "H", "H", "H", "H", "H", "H", "H", "H", "H", "H", "H", "H", "H", "H"], "positions_angstrom": [[0.265, 0.777, -0.114], [1.538, 2.776, -1.224], [-1.272, 0.309, -1.828], [-0.785, 3.726, -0.296], [-3.410, -1.204, -1.517], [0.350, 5.073, -1.730], [1.105, 0.736, 1.742], [-0.905, 2.583, 0.494], [-2.224, -0.845, 0.404], [-1.150, -0.319, 1.026], [2.431, -2.237, -2.278], [2.094, 0.526, 4.322], [-2.352, -0.629, -0.943], [-0.881, -0.516, 2.256], [0.863, -0.011, 3.988], [3.464, -0.137, -1.412], [-1.744, -1.350, 3.158], [2.143, -0.825, -1.747], [2.830, 1.161, 3.338], [0.388, 0.100, 2.689], [2.291, 1.238, 2.066], [1.199, -0.888, -0.538], [0.309, 3.902, -1.079], [1.658, -0.260, -2.552], [-2.813, -1.523, 0.868], [1.113, 5.232, -2.363], [-1.392, 4.507, -0.101], [-2.801, -1.166, 2.965], [0.455, -1.669, -0.747], [-3.504, -1.129, -2.516], [2.911, -2.840, -1.503], [-0.407, 5.735, -1.712], [2.833, 1.727, 1.266], [1.789, -1.247, 0.318], [-1.542, -2.412, 2.995], [4.109, -0.092, -2.291], [-4.022, -1.834, -1.026], [1.511, -2.742, -2.577], [0.285, -0.528, 4.740], [-1.564, -1.133, 4.206], [2.473, 0.440, 5.331], [-0.710, 2.785, 1.471], [3.098, -2.202, -3.144], [3.994, -0.689, -0.630], [3.803, 1.585, 3.543], [-1.847, 2.223, 0.402], [3.314, 0.887, -1.060]], "forces_ev_per_angstrom": [[-0.274, 0.284, 0.263], [-0.180, -0.169, 0.002], [-0.362, -0.021, -0.055], [0.086, 0.029, -0.066], [-0.138, -0.168, -0.005], [0.019, -0.008, -0.005], [-0.031, 0.032, 0.087], [0.018, -0.309, -0.065], [-0.114, -0.122, 0.040], [0.248, 0.263, -0.182], [-0.025, 0.171, -0.016], [0.168, 0.091, -0.066], [0.418, 0.328, -0.214], [-0.583, -0.336, 0.022], [-0.236, -0.162, 0.096], [-0.086, 0.095, -0.009], [0.184, 0.018, -0.015], [0.014, -0.186, 0.061], [-0.084, -0.110, 0.204], [0.511, 0.113, 0.272], [0.141, 0.216, -0.218], [0.376, -0.097, -0.330], [0.148, -0.009, 0.034], [-0.019, 0.021, -0.014], [0.045, -0.010, 0.042], [0.002, 0.000, 0.008], [-0.021, -0.014, 0.022], [-0.021, 0.028, 0.008], [-0.079, 0.042, 0.096], [-0.003, 0.008, 0.010], [0.005, -0.005, -0.008], [-0.008, -0.002, -0.017], [-0.076, -0.018, -0.022], [-0.082, 0.021, 0.055], [-0.003, 0.001, 0.025], [0.042, 0.019, 0.035], [-0.014, 0.015, -0.018], [0.012, 0.009, -0.002], [0.021, 0.018, -0.007], [-0.039, -0.019, 0.013], [-0.015, -0.004, -0.004], [0.028, 0.081, -0.039], [-0.016, -0.038, 0.032], [-0.009, -0.012, -0.014], [0.005, 0.004, -0.023], [-0.030, 0.008, -0.014], [0.057, -0.093, 0.003]], "mulliken_spin": [1.09, 0.03, 0.01, 0.00, 0.00, 0.00, 0.00, 0.00, -0.01, 0.03, -0.01, 0.00, 0.00, -0.02, 0.00, 0.00, 0.00, 0.01, 0.00, 0.01, 0.00, -0.14, 0.00, 0.00, 0.00, 0.00, 0.00, 0.00, -0.01, 0.00, 0.00, 0.00, 0.00, 0.00, 0.00, 0.00, 0.00, 0.00, 0.00, 0.00, 0.00, 0.00, 0.00, 0.00, 0.00, 0.00, 0.00], "spin_multiplicity": 2, "max_force_ev_per_a": 0.67, "e_lumo_ev": [-3.255, -3.218], "orbital_gap_ev": [6.8, 7.4], "total_charge": 1, "energy_ha": -3071.99382}